No. 1
The following is a quantum chemistry calculation of a 2-piece molecular cluster, C38H36O5P overall at a distorted geometry, from the OMol25 dataset.

```
80
C38H36O5P | the OMol25 dataset | ωB97M-V with the def2-TZVPD basis set
C -2.96942 -4.03994 -2.74530
O -1.53714 -3.83231 -2.78073
C -1.03232 -2.72067 -2.18089
C 0.36434 -2.51772 -2.24624
C 0.93347 -1.38542 -1.69360
C 0.13418 -0.39774 -1.09641
P 0.74816 1.17835 -0.40301
C 2.55356 1.08845 -0.79586
C 3.12198 1.62601 -1.96449
C 4.44946 1.40749 -2.27897
C 5.27084 0.65816 -1.41230
O 6.51396 0.34774 -1.87594
C 7.39521 -0.46261 -1.07039
C 4.74979 0.22756 -0.17008
C 3.41133 0.44646 0.12629
C 0.20703 2.36110 -1.72217
C 0.47467 3.73778 -1.54558
C 0.22620 4.66096 -2.55173
C -0.31762 4.22308 -3.78112
O -0.48732 5.01136 -4.87936
C -0.13740 6.41004 -4.83481
C -0.66598 2.86551 -3.93018
C -0.42151 1.96136 -2.91401
C -1.25159 -0.62421 -1.00578
C -1.84022 -1.75970 -1.53239
H -3.11434 -4.96958 -3.29620
H -3.32839 -4.15077 -1.71061
H -3.50679 -3.21647 -3.24008
H 0.97626 -3.26248 -2.74602
H 2.01006 -1.24840 -1.74061
H 2.52534 2.21898 -2.65247
H 4.88115 1.77476 -3.20494
H 8.32160 -0.50117 -1.64685
H 7.57545 -0.00021 -0.08947
H 6.98983 -1.47610 -0.93612
H 5.40284 -0.29989 0.52576
H 3.02654 0.10958 1.08924
H 0.89663 4.09511 -0.60685
H 0.46372 5.71701 -2.41938
H -0.45111 6.79005 -5.80923
H -0.67616 6.93331 -4.03247
H 0.94634 6.54651 -4.70952
H -1.10573 2.55599 -4.87307
H -0.71500 0.92749 -3.07027
H -1.87382 0.07738 -0.45298
H -2.91574 -1.92084 -1.44611
C -6.70432 1.68658 1.44557
C -6.06201 0.50001 0.71591
C -4.83671 0.21636 1.53180
C -4.81055 1.14391 2.60418
O -5.84095 2.02816 2.60402
C -3.80115 1.11336 3.57790
C -2.78602 0.20412 3.42972
C -2.66291 -0.61317 2.25780
C -1.49339 -1.34153 1.93781
C -0.38177 -1.60790 2.78131
C 0.20197 -2.91189 2.75609
C 1.27160 -3.19871 3.57840
C 1.78908 -2.18065 4.42190
O 2.83513 -2.57357 5.19350
C 3.09180 -4.00096 4.87978
C 2.09672 -4.43095 3.79340
C 1.24844 -0.88699 4.45293
C 0.19862 -0.60763 3.61492
C -3.79795 -0.67708 1.38090
H -6.77889 2.58170 0.81576
H -7.69918 1.44688 1.84026
H -6.75027 -0.35174 0.68564
H -5.81835 0.77214 -0.31673
H -3.84876 1.81938 4.40154
H -2.03222 0.13544 4.20641
H -1.53058 -1.92998 1.02251
H -0.20771 -3.68475 2.10000
H 4.13572 -4.07659 4.55398
H 2.96763 -4.56559 5.81196
H 1.49818 -5.28385 4.13278
H 2.63149 -4.73379 2.88617
H 1.69137 -0.15004 5.11534
H -0.19333 0.40483 3.56242
H -3.84309 -1.41684 0.57743
```

Its charge is +1. Its gap between HOMO and LUMO is 0.174 Ha. The total energy is -2186.890296 Ha. For the HOMO energy, the calculation gives -9.52 eV.

Atomic partial charges in e from the Löwdin method, atoms 1 to 8: -0.057, -0.084, -0.264, 0.012, -0.059, -0.401, 1.063, -0.392

No. 2
The following is a quantum chemistry calculation of one molecule with the formula C3H8N2S at a distorted geometry, from the OMol25 dataset.

```
14
C3H8N2S | the OMol25 dataset | ωB97M-V with the def2-TZVPD basis set
C 0.15222 1.04325 -0.91973
C 1.08487 -0.24765 -0.50540
C 0.18832 -1.34673 0.06247
H -1.38468 2.18639 1.87551
H -0.00517 1.09146 1.82776
H 0.71246 1.75080 -1.90076
H 1.73629 -0.35658 -1.30598
H 1.95164 0.18535 0.03521
H -0.52462 -0.71899 0.85571
H 0.89981 -2.15973 0.42282
H -2.34568 -1.93629 -0.69306
N -0.98255 1.25771 1.35157
N -0.51729 1.75275 -0.12681
S -0.96561 -2.50174 -0.97931
```

Its charge is 0. Its gap between HOMO and LUMO is 0.355 Ha. The total energy is -626.611598 Ha. As for the SMILES: N/N=C\CCS. The energy above the lowest of the compared OMol25 structures with the same formula, charge and spin comes out at 555.8 kJ/mol. For the HOMO energy, the calculation gives -9.01 eV.

Atomic partial charges in e from the Löwdin method, atoms 1 to 8: -0.221, -0.259, -0.551, 0.114, 0.082, 0.175, 0.048, 0.110

No. 3
The following is a quantum chemistry calculation of a 10-piece molecular cluster, C20H60O17 overall at a distorted geometry, from the OMol25 dataset.

```
97
C20H60O17 | the OMol25 dataset | ωB97M-V with the def2-TZVPD basis set
C -0.12752 2.98830 3.54257
C -1.60830 3.00044 3.77429
O -2.24026 2.00513 3.00010
O 0.21893 3.56388 2.28347
H 0.23794 1.92729 3.63562
H 0.31585 3.66751 4.31834
H -2.01510 3.97711 3.47608
H -1.81839 2.75443 4.80031
H -1.79075 1.78552 2.19664
H -0.31558 3.15540 1.61224
C 1.95249 -4.80155 0.22224
C 2.43803 -4.01003 -1.04586
O 1.31215 -3.58566 -1.75373
O 2.90743 -4.78662 1.24056
H 1.72765 -5.78488 -0.08211
H 1.03605 -4.26467 0.50309
H 3.04465 -4.66039 -1.60770
H 3.13640 -3.14505 -0.78167
H 1.04048 -2.72793 -1.30717
H 3.29602 -5.66644 1.36082
C 0.21414 -2.35130 2.41285
C 1.26170 -2.57092 3.49740
O 0.56815 -2.81392 4.71828
O -0.40457 -1.09412 2.44595
H -0.58238 -3.09353 2.56016
H 0.62994 -2.53208 1.42255
H 1.95005 -1.74501 3.47541
H 1.88948 -3.46704 3.32513
H 0.85389 -2.23031 5.40575
H -1.27244 -1.07422 2.94150
C -4.10453 -0.98662 1.55287
C -4.02325 -0.76193 3.06554
O -2.79641 -0.45048 3.70730
O -3.19330 -2.02304 1.08411
H -3.91073 -0.11305 0.98806
H -5.11592 -1.36954 1.29862
H -4.35108 -1.70489 3.46779
H -4.78081 -0.05831 3.38851
H -2.59565 0.51820 3.59382
H -2.32285 -1.64708 1.24630
C -0.61767 0.54558 -0.43935
C 0.61693 0.14594 -1.14174
O 1.13344 -1.13599 -0.52107
O -0.35619 0.98792 0.92570
H -1.30463 -0.31329 -0.41811
H -1.08238 1.33802 -0.93486
H 1.40230 0.89153 -1.10901
H 0.27014 -0.03324 -2.19322
H 2.03670 -1.08848 -0.25881
H -0.12485 0.20621 1.44196
C 4.29190 -0.51009 -1.60094
C 5.27236 0.60866 -1.81033
O 4.55927 1.77922 -2.15409
O 3.75637 -0.46524 -0.27306
H 4.64193 -1.55530 -1.73994
H 3.57505 -0.42135 -2.34958
H 6.01551 0.37841 -2.59519
H 5.74634 0.77244 -0.83591
H 4.14149 2.12761 -1.33859
H 3.74509 0.42178 -0.06536
C -2.15526 -3.48925 -1.67949
C -2.57345 -2.50743 -2.73897
O -3.24745 -1.45807 -2.05728
O -3.26146 -3.94357 -1.01485
H -1.40443 -3.02948 -1.01497
H -1.62629 -4.32567 -2.15851
H -3.21078 -2.99461 -3.50506
H -1.63389 -2.10919 -3.22632
H -3.76082 -1.89786 -1.36885
H -3.20462 -3.62455 -0.10518
C 4.85229 3.25053 1.75092
C 3.69301 3.74473 0.92614
O 3.00653 2.65042 0.32425
H 5.19474 3.92995 2.49302
H 5.70715 3.03770 1.08199
H 4.60928 2.37780 2.34106
H 3.92030 4.49822 0.14739
H 3.01967 4.24530 1.61070
H 2.12372 2.69774 0.58640
C -5.32257 1.17113 -2.03853
C -4.49113 2.01381 -2.96579
O -3.31984 1.32157 -3.37781
H -6.28480 1.64318 -1.97395
H -4.96589 0.98389 -1.06278
H -5.48959 0.17680 -2.49602
H -4.11352 2.87631 -2.42187
H -4.89970 2.42816 -3.89521
H -3.27623 0.50887 -2.86935
C 0.99699 3.11112 -4.71132
C 0.39009 3.03717 -3.27536
O -0.99323 3.33362 -3.19357
H 0.65596 4.05080 -5.21847
H 0.74693 2.25727 -5.32852
H 2.07657 3.09396 -4.53203
H 0.79588 3.82530 -2.69520
H 0.56168 2.10611 -2.80125
H -1.49656 2.50525 -3.10986
```

Its charge is 0. Its gap between HOMO and LUMO is 0.367 Ha. The total energy is -2076.939414 Ha. As for the SMILES: OCCO.OCCO.OCCO.OCCO.OCCO.OCCO.OCCO.CCO.CCO.CCO. The energy above the lowest of the compared OMol25 structures with the same formula, charge and spin comes out at 61.1 kJ/mol. For the HOMO energy, the calculation gives -9.49 eV.

Atomic partial charges in e from the Löwdin method, atoms 1 to 8: -0.231, -0.214, -0.074, -0.064, 0.137, 0.138, 0.133, 0.125

> Look up the gap between HOMO and LUMO of the third one.

0.367 Ha

Repeat the second record exactly.
The following is a quantum chemistry calculation of one molecule with the formula C3H8N2S at a distorted geometry, from the OMol25 dataset.

```
14
C3H8N2S | the OMol25 dataset | ωB97M-V with the def2-TZVPD basis set
C 0.15222 1.04325 -0.91973
C 1.08487 -0.24765 -0.50540
C 0.18832 -1.34673 0.06247
H -1.38468 2.18639 1.87551
H -0.00517 1.09146 1.82776
H 0.71246 1.75080 -1.90076
H 1.73629 -0.35658 -1.30598
H 1.95164 0.18535 0.03521
H -0.52462 -0.71899 0.85571
H 0.89981 -2.15973 0.42282
H -2.34568 -1.93629 -0.69306
N -0.98255 1.25771 1.35157
N -0.51729 1.75275 -0.12681
S -0.96561 -2.50174 -0.97931
```

Its charge is 0. Its gap between HOMO and LUMO is 0.355 Ha. The total energy is -626.611598 Ha. As for the SMILES: N/N=C\CCS. The energy above the lowest of the compared OMol25 structures with the same formula, charge and spin comes out at 555.8 kJ/mol. For the HOMO energy, the calculation gives -9.01 eV.

Atomic partial charges in e from the Löwdin method, atoms 1 to 8: -0.221, -0.259, -0.551, 0.114, 0.082, 0.175, 0.048, 0.110